# 1
Formula: C6H12O
Source: the Open Molecules 2025 dataset
Level of theory: ωB97M-V/def2-TZVPD

## Properties
molar mass	100.16	g/mol
DFT total energy	-8457.5156	eV
HOMO level	-8.84	eV
relative energy (zero: lowest compared OMol25 entry of this formula, charge and spin)	659.8	kJ/mol
2S+1	1

The geometry in XYZ format:
```
19
Properties=species:S:1:pos:R:3:forces:R:3
C -2.028 0.126 0.705 -0.24 0.96 1.69
C -0.593 0.488 0.225 -0.25 -1.88 7.40
C -0.154 1.746 0.921 3.24 4.20 -0.87
C 0.306 -0.706 0.612 0.60 1.96 -11.03
C 2.094 -0.955 -1.096 -6.40 0.09 1.38
C 1.296 -1.359 -2.052 -8.42 0.33 7.10
H -1.972 -0.142 1.915 -0.52 1.17 -3.04
H -2.852 0.938 0.373 1.94 -1.93 1.21
H -2.244 -0.823 0.252 -0.65 -0.43 -0.33
H -0.592 0.974 -0.588 -0.08 1.20 -7.75
H -0.065 1.733 1.978 -0.27 -0.04 1.13
H -0.796 2.615 0.559 0.50 -1.08 0.86
H 1.082 2.331 0.592 -3.58 -2.41 0.63
H 0.302 -0.734 1.545 0.52 -0.75 8.25
H -0.068 -1.545 0.077 -0.55 -1.21 0.27
H 3.065 -1.051 -1.189 4.87 0.26 -0.30
H 1.646 -1.492 -2.881 3.79 -2.08 -9.28
H -0.086 -1.608 -2.047 4.74 1.27 0.31
O 1.660 -0.535 0.101 0.74 0.37 2.38
```
Forces are in eV/Å.

# 2
Formula: C6H12O
Source: the Open Molecules 2025 dataset
Level of theory: ωB97M-V/def2-TZVPD

## Properties
molar mass	100.16	g/mol
DFT total energy	-8460.3784	eV
HOMO level	-7.09	eV
relative energy (zero: lowest compared OMol25 entry of this formula, charge and spin)	383.6	kJ/mol
2S+1	1

The geometry in XYZ format:
```
19
Properties=species:S:1:pos:R:3:forces:R:3
C 2.050 -0.269 0.965 0.01 0.05 0.07
C 1.481 -0.575 -0.422 -0.01 -0.07 -0.04
C 0.537 0.479 -0.932 -0.16 -0.02 0.01
C -0.561 0.236 -1.700 0.19 0.02 -0.10
C -1.880 0.307 -0.171 0.05 -0.13 0.31
C -1.525 -0.530 1.035 0.07 -0.07 -0.05
O -2.054 1.570 0.262 -0.10 0.10 -0.25
H 2.729 -1.061 1.300 -0.11 0.12 -0.06
H 1.256 -0.164 1.711 0.13 -0.03 -0.12
H 2.617 0.670 0.950 -0.09 -0.12 0.00
H 0.984 -1.555 -0.424 0.04 0.16 -0.02
H 2.319 -0.670 -1.130 -0.10 0.01 0.09
H 0.771 1.510 -0.667 -0.04 -0.13 -0.01
H -0.755 -0.764 -2.081 0.00 0.16 0.11
H -1.035 1.032 -2.268 0.08 -0.12 0.13
H -2.493 -0.876 1.422 0.12 0.03 -0.05
H -1.021 0.008 1.850 -0.07 -0.05 -0.17
H -0.954 -1.420 0.756 -0.10 0.14 0.04
H -2.466 2.072 -0.455 0.08 -0.02 0.13
```
Forces are in eV/Å.

# 3
Formula: C6H12O
Source: the Open Molecules 2025 dataset
Level of theory: ωB97M-V/def2-TZVPD

## Properties
molar mass	100.16	g/mol
DFT total energy	-8460.6666	eV
HOMO level (spin up / spin down)	-7.39 / -7.39	eV
relative energy (zero: lowest compared OMol25 entry of this formula, charge and spin)	355.8	kJ/mol
2S+1	1

The geometry in XYZ format:
```
19
Properties=species:S:1:pos:R:3:forces:R:3
C 1.940 -0.971 -0.389 -0.03 -0.04 -0.26
C 1.077 0.078 0.225 -0.42 -0.31 -0.27
O 1.744 0.493 1.377 -0.63 -0.34 0.23
C 0.160 1.154 -0.242 -0.02 0.01 -0.18
C -1.134 0.961 0.604 -0.09 0.21 0.01
C -1.870 -0.179 -0.093 0.02 0.07 0.11
C -0.785 -1.199 -0.375 0.12 0.05 0.36
H 3.005 -0.710 -0.433 -0.15 0.19 -0.13
H 1.523 -1.260 -1.349 0.22 -0.08 -0.14
H 1.849 -1.834 0.282 0.18 0.05 -0.26
H 1.597 1.444 1.520 -0.27 -0.57 0.04
H 0.566 2.170 -0.103 0.13 -0.15 -0.04
H -0.063 0.988 -1.297 -0.10 0.26 -0.03
H -0.855 0.598 1.605 0.02 0.29 -0.18
H -1.720 1.876 0.732 0.02 0.03 -0.14
H -2.329 0.216 -1.013 0.16 -0.19 0.13
H -2.686 -0.578 0.524 0.18 0.08 -0.01
H -0.772 -1.479 -1.448 0.62 0.28 0.54
H -0.820 -2.122 0.203 0.03 0.17 0.22
```
Forces are in eV/Å.

# 4
Formula: C6H12O
Source: the Open Molecules 2025 dataset
Level of theory: ωB97M-V/def2-TZVPD

## Properties
structure (SMILES)	C[C@@H]1OCC[C@@H]1C
molar mass	100.16	g/mol
DFT total energy	-8463.6258	eV
HOMO level	-9.60	eV
relative energy (zero: lowest compared OMol25 entry of this formula, charge and spin)	70.3	kJ/mol
2S+1	1

The geometry in XYZ format:
```
19
Properties=species:S:1:pos:R:3:forces:R:3
C -0.889 -1.627 -0.704 0.20 0.07 0.06
C -0.664 -0.122 -0.566 1.00 0.44 0.72
C -1.076 0.475 0.770 -0.22 -0.05 0.20
C -0.342 1.812 0.797 -0.42 0.34 0.35
O 0.827 1.691 0.005 0.29 0.13 -0.06
C 0.889 0.428 -0.574 -2.76 -1.57 -1.87
C 1.878 -0.484 0.089 0.15 -0.16 0.15
H -1.955 -1.878 -0.631 0.18 0.14 -0.01
H -0.532 -2.008 -1.668 -0.01 0.09 0.12
H -0.371 -2.179 0.087 -0.04 0.06 -0.07
H -1.231 0.392 -1.367 0.52 -0.06 0.23
H -0.736 -0.168 1.590 -0.03 0.03 -0.08
H -2.157 0.599 0.872 0.06 0.04 0.05
H -0.044 2.123 1.800 -0.09 -0.03 0.06
H -0.957 2.610 0.369 -0.07 0.01 0.01
H 0.960 0.473 -1.669 1.23 0.48 0.18
H 1.550 -0.709 1.109 0.09 -0.04 -0.04
H 1.984 -1.423 -0.460 -0.01 0.09 0.06
H 2.858 -0.004 0.153 -0.07 -0.02 -0.04
```
Forces are in eV/Å.

# 5
Formula: C6H12O
Source: the Open Molecules 2025 dataset
Level of theory: ωB97M-V/def2-TZVPD

## Properties
structure (SMILES)	C=CCC.CC=O
molar mass	100.16	g/mol
DFT total energy	-8463.0165	eV
HOMO level	-9.44	eV
relative energy (zero: lowest compared OMol25 entry of this formula, charge and spin)	129.0	kJ/mol
2S+1	1

The geometry in XYZ format:
```
19
Properties=species:S:1:pos:R:3:forces:R:3
C 0.043 1.153 -1.755 -0.07 0.01 -0.04
C 1.145 1.007 -0.702 0.06 -0.05 0.03
C 0.763 1.604 0.626 0.03 -0.05 0.16
C 0.825 0.967 1.793 -0.01 0.08 -0.14
O 0.708 -2.235 0.673 -0.53 -0.13 -0.16
C -0.421 -2.499 0.330 0.26 0.02 0.08
C -1.587 -1.554 0.400 0.05 0.11 0.05
H 0.379 0.788 -2.731 -0.05 0.04 0.14
H -0.853 0.589 -1.471 0.14 0.10 -0.04
H -0.253 2.203 -1.874 0.05 -0.14 0.01
H 1.402 -0.049 -0.561 -0.03 0.17 -0.01
H 0.423 2.642 0.600 0.05 -0.13 0.01
H 2.051 1.510 -1.067 -0.13 -0.06 0.06
H 0.556 1.460 2.724 0.02 -0.04 -0.16
H 1.146 -0.071 1.848 -0.03 0.18 -0.02
H -0.655 -3.509 -0.069 0.05 0.07 0.04
H -1.267 -0.570 0.752 -0.06 -0.16 -0.05
H -2.053 -1.471 -0.590 0.08 -0.04 0.13
H -2.349 -1.964 1.074 0.12 0.01 -0.09
```
Forces are in eV/Å.

# 6
Formula: C6H12O
Source: the Open Molecules 2025 dataset
Level of theory: ωB97M-V/def2-TZVPD

## Properties
structure (SMILES)	OCC1CC1.C=C
molar mass	100.16	g/mol
DFT total energy	-8462.1260	eV
HOMO level	-9.99	eV
relative energy (zero: lowest compared OMol25 entry of this formula, charge and spin)	215.0	kJ/mol
2S+1	1

The geometry in XYZ format:
```
19
Properties=species:S:1:pos:R:3:forces:R:3
C -2.161 0.551 2.217 0.13 0.04 0.06
C -0.923 0.958 2.479 -0.17 -0.07 0.04
O -0.069 1.681 -0.225 -0.19 -0.08 0.08
C 0.592 0.962 -1.242 0.19 -0.13 -0.34
C 1.183 -0.348 -0.782 0.06 0.13 0.09
C 1.435 -1.411 -1.810 0.11 -0.05 -0.17
C 0.343 -1.597 -0.795 -0.16 -0.08 0.08
H -2.992 1.250 2.169 0.13 -0.09 0.01
H -0.742 1.107 0.169 0.12 0.15 -0.01
H -2.394 -0.497 2.045 0.05 0.13 0.04
H -0.086 0.264 2.518 -0.15 0.07 0.01
H -0.686 2.007 2.636 -0.06 -0.16 -0.02
H -0.080 0.768 -2.096 0.08 0.02 0.13
H 1.388 1.624 -1.600 -0.08 -0.09 0.01
H 1.908 -0.259 0.026 -0.10 -0.02 -0.13
H 1.139 -1.192 -2.833 0.04 -0.04 0.18
H 2.333 -2.016 -1.727 -0.15 0.10 0.03
H -0.686 -1.521 -1.140 0.17 0.03 0.04
H 0.498 -2.332 -0.010 -0.02 0.15 -0.12
```
Forces are in eV/Å.

# 7
Formula: C6H12O12S3
Source: the Open Molecules 2025 dataset
Level of theory: ωB97M-V/def2-TZVPD

## Properties
structure (SMILES)	O=S1(=O)OCCO1.O=S1(=O)OCCO1.O=S1(=O)OCCO1
molar mass	372.35	g/mol
DFT total energy	-63487.0217	eV
HOMO level	-11.37	eV
relative energy (zero: lowest compared OMol25 entry of this formula, charge and spin)	268.4	kJ/mol
2S+1	1

The geometry in XYZ format:
```
33
Properties=species:S:1:pos:R:3:forces:R:3
C -1.146 3.571 -0.456 0.36 0.01 -1.67
C -1.934 2.287 -0.500 1.76 -1.00 -0.01
O -3.107 2.454 0.268 -0.95 1.14 0.52
S -3.188 3.957 0.923 -0.94 1.81 1.65
O -3.453 3.962 2.410 1.07 -0.50 -5.15
O -3.985 4.853 0.056 1.92 -2.39 1.99
O -1.575 4.236 0.665 -1.74 1.09 2.12
H -1.344 4.123 -1.374 -0.09 0.47 0.07
H -0.066 3.432 -0.401 -0.11 -0.18 0.21
H -1.327 1.520 -0.019 -0.32 -0.29 0.08
H -2.036 2.019 -1.552 -0.96 -0.17 0.19
C 1.098 0.278 5.139 -1.16 0.35 -0.54
C 2.074 -0.202 6.175 -0.05 1.74 -0.82
O 2.624 -1.335 5.596 0.18 -3.31 -0.95
S 1.540 -2.198 4.650 -1.62 2.20 0.38
O 0.849 -3.232 5.345 0.94 0.28 0.18
O 1.994 -2.434 3.320 0.86 0.12 0.85
O 0.520 -0.930 4.594 0.25 -0.10 0.19
H 1.476 0.895 4.324 0.45 -0.26 -0.01
H 0.312 0.864 5.617 -0.24 -0.25 -0.13
H 1.513 -0.263 7.108 0.55 -0.87 0.28
H 2.916 0.488 6.218 -0.16 0.11 0.55
C 1.340 -2.752 -4.348 -1.93 1.05 -1.20
C 1.146 -1.572 -5.400 1.62 0.12 1.80
O -0.071 -1.792 -6.034 -0.92 -1.49 -1.41
S -0.613 -3.364 -6.016 -1.35 -0.01 -0.73
O -0.463 -4.140 -7.274 -0.05 2.33 3.42
O -1.986 -3.245 -5.444 4.06 -0.62 -1.10
O 0.616 -3.813 -5.027 -0.98 -0.63 -0.26
H 0.811 -2.504 -3.428 0.18 -0.20 0.13
H 2.351 -3.118 -4.165 -0.17 0.22 -0.26
H 2.078 -1.483 -5.958 -0.43 -0.55 -1.16
H 1.036 -0.560 -5.010 -0.02 -0.23 0.76
```
Forces are in eV/Å.

# 8
Formula: C6H12O13PbS2
Source: the Open Molecules 2025 dataset
Level of theory: ωB97M-V/def2-TZVPD

## Properties
molar mass	563.48	g/mol
DFT total energy	-59940.1518	eV
HOMO level	5.13	eV
relative energy (zero: lowest compared OMol25 entry of this formula, charge and spin)	0.0	kJ/mol
charge	-4
2S+1	1

The geometry in XYZ format:
```
34
Properties=species:S:1:pos:R:3:forces:R:3
Pb 0.115 -0.936 1.337 0.65 -1.68 2.07
C -0.603 -3.252 -1.243 0.09 0.59 2.02
O -0.177 -3.257 0.054 -0.16 0.15 -0.68
H -0.939 -4.267 -1.572 -0.14 -0.04 -0.38
H -1.481 -2.553 -1.288 -0.29 -0.09 -0.89
H 0.157 -2.881 -1.973 0.00 -0.08 -0.28
C -2.914 -1.609 2.990 0.99 0.45 -0.04
O -1.581 -1.473 3.159 -0.18 -0.11 -0.51
H -3.225 -1.971 1.976 -0.18 -0.10 -0.06
H -3.367 -2.320 3.728 -0.25 -0.10 0.00
H -3.446 -0.629 3.137 -0.41 -0.03 0.01
S 1.605 1.174 4.215 1.16 -1.07 0.70
O 1.419 0.103 5.220 -0.77 0.32 -0.29
O 3.074 1.308 4.026 -0.16 0.99 -0.32
O 0.972 0.856 2.873 -0.36 -0.35 -0.22
O 0.976 2.436 4.688 -0.10 0.73 0.07
S 2.766 -2.627 1.972 -1.42 -1.31 0.59
O 2.392 -1.512 1.032 0.56 1.02 -1.05
O 3.905 -2.287 2.832 0.11 0.08 -0.27
O 1.482 -2.801 2.738 0.20 0.22 0.05
O 3.048 -3.866 1.202 0.48 0.19 -0.09
C -1.730 2.647 -3.794 -0.52 0.12 -0.76
C -0.230 2.332 -3.829 -0.77 0.28 0.58
C 0.585 3.374 -3.020 -0.08 -1.07 0.42
O 0.850 2.686 -1.800 -0.34 0.58 0.01
C 0.460 1.385 -1.873 1.66 -0.51 -0.43
O 0.680 0.564 -1.069 -0.40 0.11 0.08
O 0.028 1.123 -3.146 -0.41 0.08 -0.39
H -2.372 1.787 -3.604 0.40 -0.24 0.28
H -2.053 2.971 -4.792 0.06 0.33 0.08
H -1.992 3.429 -3.081 0.05 -0.06 0.09
H 0.073 2.230 -4.870 0.33 -0.08 0.08
H -0.019 4.233 -2.738 0.24 0.35 -0.44
H 1.543 3.604 -3.486 -0.06 0.33 -0.02
```
Forces are in eV/Å.

# 9
Formula: C6H12O2
Source: the Open Molecules 2025 dataset
Level of theory: ωB97M-V/def2-TZVPD

## Properties
structure (SMILES)	CC1(C)C[C@@H](O)[C@@H]1O
molar mass	116.16	g/mol
DFT total energy	-10510.6357	eV
HOMO level	-9.49	eV
relative energy (zero: lowest compared OMol25 entry of this formula, charge and spin)	161.3	kJ/mol
2S+1	1

The geometry in XYZ format:
```
20
Properties=species:S:1:pos:R:3:forces:R:3
C 0.051 0.027 0.655 -1.28 -0.72 -0.40
C -0.820 0.017 -0.723 1.48 1.44 1.05
C 0.528 -0.214 -1.422 -1.01 -1.88 -1.44
C 1.104 -0.803 -0.124 0.46 0.50 -0.42
C -0.635 -0.733 1.784 -0.01 0.09 0.17
C 0.552 1.391 1.124 -0.13 0.04 -0.29
O -1.529 1.208 -1.073 -0.09 -0.69 -0.15
O 0.417 -1.139 -2.584 0.38 1.30 0.86
H -2.092 0.962 -1.826 0.15 0.32 0.37
H 0.137 -0.580 -3.328 0.19 -0.36 0.27
H -1.487 -0.853 -0.763 0.37 0.00 0.04
H 1.025 0.711 -1.737 -0.20 -0.10 0.19
H 2.151 -0.554 0.070 -0.10 -0.06 0.03
H 0.983 -1.889 -0.048 -0.21 0.27 -0.05
H -1.502 -0.178 2.159 0.09 -0.01 -0.02
H 0.052 -0.888 2.624 -0.06 0.03 -0.06
H -0.986 -1.717 1.457 0.08 0.13 -0.03
H 1.268 1.280 1.947 -0.11 -0.13 -0.10
H -0.277 2.010 1.483 0.08 -0.11 -0.09
H 1.057 1.943 0.325 -0.09 -0.06 0.06
```
Forces are in eV/Å.

# 10
Formula: C6H12O2
Source: the Open Molecules 2025 dataset
Level of theory: ωB97M-V/def2-TZVPD

## Properties
structure (SMILES)	CC(C)=O.CC(C)=O
molar mass	116.16	g/mol
DFT total energy	-10509.5035	eV
HOMO level	-9.28	eV
relative energy (zero: lowest compared OMol25 entry of this formula, charge and spin)	270.5	kJ/mol
2S+1	1

The geometry in XYZ format:
```
20
Properties=species:S:1:pos:R:3:forces:R:3
C -0.732 -2.907 1.681 -1.45 -0.57 0.80
C -1.215 -1.603 2.280 -2.65 2.27 7.30
O -1.579 -1.416 3.591 2.16 -1.65 -7.46
C -1.208 -0.314 1.433 2.18 -2.36 -3.32
H 0.339 -2.823 1.729 0.63 0.02 -0.91
H -1.232 -2.948 0.704 0.99 -0.09 -0.17
H -0.949 -3.905 2.183 -0.18 1.72 0.01
H -1.774 -0.383 0.391 1.64 -0.64 1.73
H -0.054 -0.068 1.229 -2.74 -0.41 0.22
H -1.725 0.493 1.801 -0.78 1.66 1.99
C 2.076 1.292 -2.361 0.69 -1.25 -1.29
C 0.948 1.045 -1.394 1.23 0.92 -1.50
O 0.924 0.002 -0.818 -0.60 -1.04 1.00
C -0.027 2.158 -1.225 -1.13 -0.31 0.91
H 2.917 1.769 -1.860 -0.13 0.44 0.03
H 1.740 1.866 -3.245 0.37 -0.10 0.51
H 2.513 0.295 -2.707 -0.80 1.23 0.42
H 0.322 2.929 -0.575 0.72 0.39 0.77
H -0.936 1.793 -0.781 -0.35 -0.35 0.41
H -0.353 2.716 -2.065 0.19 0.10 -1.44
```
Forces are in eV/Å.